DFT (ωB97M-V/def2-TZVPD) results for a cluster of 2 separate species, C16H40N7 in total in a non-equilibrium geometry.

Output
Net charge: +1
HOMO: -10.12 eV
LUMO energy: -4.45 eV
Orbital gap: 5.667 eV

CARTESIAN COORDINATES (ANGSTROEM)
1 C -1.571 0.829 4.705
2 C -2.990 -0.037 4.813
3 C -4.312 0.799 4.321
4 C -2.812 -1.520 4.134
5 N -3.133 -1.594 2.658
6 C -2.379 -2.245 1.694
7 N -1.101 -2.995 2.120
8 N -2.724 -2.316 0.223
9 C -2.669 -0.973 -0.467
10 C -1.781 0.174 0.294
11 C -1.777 1.577 -0.618
12 C -0.652 1.575 -1.810
13 N -1.200 2.493 -2.923
14 C -1.432 3.901 -2.394
15 N -2.757 4.334 -2.265
16 N -0.358 4.900 -2.021
17 H -1.715 1.871 4.188
18 H -0.714 0.197 4.171
19 H -1.167 1.021 5.808
20 H -3.136 -0.228 5.983
21 H -4.633 1.491 5.240
22 H -5.257 0.105 4.120
23 H -4.102 1.534 3.417
24 H -1.749 -1.909 4.434
25 H -3.586 -2.241 4.687
26 H -4.023 -1.120 2.316
27 H -1.029 -3.917 1.636
28 H -0.325 -2.343 1.871
29 H -3.683 -2.735 0.112
30 H -2.141 -1.157 -1.522
31 H -3.754 -0.554 -0.698
32 H -2.234 0.516 1.345
33 H -0.689 -0.230 0.413
34 H -2.872 1.805 -0.972
35 H -1.465 2.450 0.134
36 H 0.325 2.139 -1.420
37 H -0.354 0.512 -2.202
38 H -2.124 2.138 -3.272
39 H -2.755 5.317 -1.890
40 H 0.589 4.470 -1.936
41 H -0.592 5.396 -1.126
42 C 1.924 -1.344 -0.690
43 C 2.569 -1.029 -2.035
44 N 3.836 -0.303 -1.926
45 C 4.297 0.259 -3.199
46 C 4.653 -0.717 -4.314
47 C 4.877 -0.931 -1.108
48 C 5.327 -2.337 -1.490
49 H 1.802 -0.439 -0.085
50 H 0.930 -1.779 -0.845
51 H 2.509 -2.069 -0.116
52 H 1.853 -0.409 -2.590
53 H 2.682 -1.959 -2.601
54 H 5.156 0.916 -3.016
55 H 3.511 0.928 -3.577
56 H 5.604 -1.218 -4.122
57 H 4.767 -0.173 -5.257
58 H 3.882 -1.476 -4.468
59 H 4.525 -0.960 -0.070
60 H 5.758 -0.278 -1.072
61 H 4.487 -3.006 -1.697
62 H 5.896 -2.778 -0.662
63 H 5.988 -2.328 -2.358

DFT (ωB97M-V/def2-TZVPD) results for a structure of composition C14H7N4O4PtS2 in a non-equilibrium geometry.

Output
Net charge: -1
Expectation value of S²: 2.048
HOMO (spin up / spin down): -2.45 / -5.28 eV
LUMO energy (spin up / spin down): 1.90 / -0.09 eV
Multiplicity: 3
Energy above the lowest of the compared OMol25 structures with the same formula, charge and spin: 0.000 eV
Orbital gap (spin up / spin down): 4.349 / 5.191 eV

CARTESIAN COORDINATES (ANGSTROEM)
1 Pt 0.992 0.517 -0.100
2 C 0.209 -0.433 -3.541
3 C 1.040 -1.215 -2.671
4 N 1.390 -0.935 -1.369
5 C 2.258 -1.882 -0.984
6 C 2.472 -2.782 -1.967
7 N 1.630 -2.417 -2.971
8 C 3.320 -3.998 -2.164
9 O 4.128 -4.307 -1.132
10 O 3.191 -4.686 -3.190
11 C 2.969 -1.604 0.320
12 O 3.713 -2.475 0.819
13 O 2.593 -0.472 0.838
14 H -0.387 0.363 -2.927
15 H -0.590 -1.077 -4.004
16 H 0.809 -0.010 -4.389
17 H 1.629 -2.959 -3.803
18 H 3.966 -3.715 -0.315
19 S 0.945 1.879 1.689
20 C -0.811 2.267 1.890
21 C -1.272 2.762 3.144
22 C -2.663 2.887 3.358
23 C -3.188 3.397 4.576
24 N -3.524 3.876 5.568
25 C -3.588 2.269 2.411
26 C -3.078 2.060 1.113
27 C -1.700 2.009 0.867
28 S -0.915 1.534 -0.616
29 C -5.007 2.191 2.578
30 N -6.162 2.091 2.760
31 H -0.603 3.169 3.908
32 H -3.766 1.696 0.303

DFT (ωB97M-V/def2-TZVPD) results for a structure of composition C12H23N2O2P2Zr in a non-equilibrium geometry.

Output
Net charge: +3
HOMO: -18.69 eV
LUMO energy: -13.70 eV
Energy above the lowest of the compared OMol25 structures with the same formula, charge and spin: 0.000 eV
Orbital gap: 4.989 eV

CARTESIAN COORDINATES (ANGSTROEM)
1 Zr 0.059 0.097 1.137
2 P 2.200 -1.014 1.388
3 C 2.373 -1.445 -0.424
4 C 1.118 -1.739 -1.179
5 N -0.031 -1.192 -0.693
6 C -1.226 -1.388 -1.316
7 C -1.277 -2.165 -2.456
8 C -0.125 -2.725 -2.977
9 C 1.076 -2.500 -2.329
10 C -2.430 -0.775 -0.670
11 P -2.138 0.758 0.369
12 H 2.014 -2.927 -2.721
13 H -2.251 -2.330 -2.947
14 H -0.162 -3.334 -3.885
15 H -3.181 -0.494 -1.432
16 H -2.916 -1.544 -0.028
17 H 2.886 -0.568 -0.935
18 H 3.094 -2.277 -0.492
19 H 1.857 3.875 -1.335
20 O 2.616 3.753 -1.880
21 H 2.410 4.074 -2.769
22 H -1.486 4.957 0.747
23 O -1.129 5.721 0.296
24 H -1.551 6.497 0.676
25 C -2.248 2.092 -0.833
26 H -3.236 2.054 -1.317
27 H -2.147 3.083 -0.349
28 H -1.481 2.038 -1.628
29 C -3.570 0.884 1.424
30 H -3.538 1.803 2.035
31 H -4.472 0.926 0.795
32 H -3.677 0.031 2.116
33 C 2.169 -2.625 2.192
34 H 3.094 -3.165 1.941
35 H 2.121 -2.519 3.291
36 H 1.313 -3.254 1.886
37 C 3.733 -0.207 1.815
38 H 3.772 0.039 2.892
39 H 4.571 -0.882 1.589
40 H 3.897 0.733 1.256
41 N -1.278 -1.424 3.846
42 C -0.825 -0.925 2.906

DFT (ωB97M-V/def2-TZVPD) results for an isolated molecule of CH5ClNP in a non-equilibrium geometry.

Output
SMILES: CP(N)Cl
HOMO: -8.81 eV
LUMO energy: 1.04 eV
Energy above the lowest of the compared OMol25 structures with the same formula, charge and spin: 1.318 eV
Orbital gap: 9.853 eV

CARTESIAN COORDINATES (ANGSTROEM)
1 C 0.569 -0.902 0.838
2 N 0.135 1.265 -1.093
3 P -0.609 -0.569 -0.546
4 Cl -2.326 -0.088 0.441
5 H 1.431 -0.463 0.600
6 H 0.863 -1.905 1.281
7 H 0.124 -0.282 1.581
8 H -0.679 1.873 -1.076
9 H 0.493 1.071 -2.027

DFT (ωB97M-V/def2-TZVPD) results for an isolated molecule of C4H7NS in a non-equilibrium geometry.

Output
SMILES: C=C(C)/C=N/S
HOMO: -8.58 eV
LUMO energy: 0.63 eV
Energy above the lowest of the compared OMol25 structures with the same formula, charge and spin: 1.698 eV
Orbital gap: 9.215 eV

CARTESIAN COORDINATES (ANGSTROEM)
1 C 0.828 0.212 -1.757
2 C -0.031 -0.185 -0.600
3 C -1.076 -0.984 -0.645
4 C 0.295 0.433 0.717
5 H 0.942 1.255 -1.887
6 H 0.421 -0.160 -2.671
7 H 1.790 -0.279 -1.553
8 H -1.254 -1.528 -1.548
9 H -1.691 -1.195 0.227
10 H 0.988 1.253 0.769
11 H -0.881 0.195 3.963
12 N -0.361 0.103 1.749
13 S 0.029 0.881 3.236

DFT (ωB97M-V/def2-TZVPD) results for a cluster of 2 separate species, C25H28N2 in total in a non-equilibrium geometry.

Output
HOMO: -8.11 eV
LUMO energy: 0.72 eV
Energy above the lowest of the compared OMol25 structures with the same formula, charge and spin: 18.523 eV
Orbital gap: 8.836 eV

CARTESIAN COORDINATES (ANGSTROEM)
1 C 4.576 1.574 -0.552
2 C 3.375 2.234 -1.130
3 C 2.185 2.059 -0.443
4 C 2.200 1.453 0.746
5 C 3.386 0.921 1.075
6 C 4.610 0.928 0.601
7 H 5.489 0.460 1.084
8 H 3.371 0.151 2.047
9 C 1.015 1.295 1.426
10 C 0.347 2.598 2.146
11 C 0.954 1.223 3.053
12 H 0.307 0.708 3.467
13 H 1.829 1.732 3.400
14 H 0.937 3.379 2.175
15 H -0.644 2.718 2.001
16 C -0.001 0.462 0.908
17 N 0.582 -0.629 0.377
18 C 0.813 -1.729 1.466
19 H -0.226 -2.446 1.532
20 H 1.125 -1.322 2.422
21 C 1.931 -2.796 0.872
22 N 1.559 -3.436 -0.140
23 H 2.149 -4.171 -0.546
24 C 1.414 -2.347 -1.144
25 H 1.227 -2.971 -2.512
26 C 0.200 -1.365 -0.963
27 H 0.279 -0.316 -1.666
28 C -1.116 -2.237 -1.058
29 C -2.200 -1.209 -0.430
30 C -2.910 -1.546 0.692
31 C -3.905 -0.945 1.130
32 C -4.290 0.294 0.392
33 C -3.818 0.608 -0.712
34 C -4.221 1.903 -1.464
35 C -3.684 2.189 -2.639
36 C -2.750 1.134 -3.157
37 C -2.214 0.208 -2.718
38 C -2.795 -0.130 -1.022
39 H -1.445 -0.407 -2.984
40 H -2.208 1.486 -4.041
41 H -4.191 3.081 -3.047
42 H -4.960 2.325 -0.723
43 H -5.055 0.939 0.966
44 H -4.311 -0.979 2.130
45 H -2.400 -2.524 1.145
46 H -1.162 -2.936 -0.515
47 H -1.324 -2.239 -2.074
48 H 2.195 -1.601 -1.428
49 H 1.944 -3.701 1.588
50 H 2.948 -2.320 0.974
51 H -0.416 0.878 -0.165
52 H -0.921 0.168 1.370
53 H 1.299 2.599 -0.887
54 H 3.489 2.896 -1.933
55 H 5.435 1.699 -1.091